13
Properties=species:S:1:pos:R:3:mulliken_charge:R:1 method="wB97M-V/def2-TZVPD" multiplicity=1 e_above_lowest_kcal_mol=0.00 orbital_gap_ev=7.37 total_charge=-2
C 0.78 -3.27 1.70 0.557
N 1.84 -2.57 2.30 -0.455
N 0.64 -2.07 1.47 -0.448
N -0.68 0.90 -0.80 -0.604
O -1.97 2.85 -1.87 -0.601
O 0.34 2.34 -2.97 -0.752
O 0.53 -4.48 1.59 -0.746
O 0.27 3.19 -0.51 -0.747
P -0.33 2.39 -1.63 0.954
H -0.81 0.04 -1.51 0.199
H 1.78 -2.46 3.44 0.094
H -2.41 2.51 -1.07 0.309
H 0.04 0.65 -0.12 0.241


12
Properties=species:S:1:pos:R:3:mulliken_charge:R:1 method="wB97M-V/def2-TZVPD" multiplicity=1 e_above_lowest_kcal_mol=19.67 orbital_gap_ev=9.47 total_charge=0
N -0.34 1.65 0.17 -0.361
C 0.13 0.39 -0.01 0.785
N -0.58 -0.65 -0.28 -0.367
P -2.18 -0.49 -0.01 -0.240
O 1.49 0.44 -0.01 -0.375
P 2.69 -0.73 0.01 -0.057
H 0.27 2.28 0.50 0.217
H -1.31 1.74 0.20 0.130
H -2.47 -1.78 -0.65 0.072
H -2.51 0.23 -1.27 0.043
H 2.83 -1.13 1.53 0.063
H 1.97 -1.94 -0.18 0.091


10
Properties=species:S:1:pos:R:3:mulliken_charge:R:1 method="wB97M-V/def2-TZVPD" multiplicity=1 e_above_lowest_kcal_mol=77.02 orbital_gap_ev="8.41 / 7.78" total_charge=0
C -1.28 -1.45 0.73 -0.839
N 0.52 1.19 -1.20 -0.431
O 0.85 1.71 1.37 -0.538
P 0.72 0.61 0.37 0.664
Cl 2.59 -0.29 0.26 -0.244
H -0.88 -2.38 1.27 0.281
H -1.94 -0.68 1.17 0.360
H -1.34 -1.62 -0.40 0.290
H 0.13 0.73 -1.99 0.216
H 0.63 2.17 -1.56 0.240


131
Properties=species:S:1:pos:R:3:mulliken_charge:R:1 method="wB97M-V/def2-TZVPD" multiplicity=1 orbital_gap_ev=6.85 total_charge=-1
C -0.07 -2.41 4.44 -1.523
C 0.36 -2.18 3.00 1.184
C -0.52 -2.47 1.97 -1.038
C -0.13 -2.29 0.65 -0.396
C 1.15 -1.83 0.33 0.852
C 1.61 -1.66 -1.10 -1.671
P 2.03 -3.26 -2.08 0.869
N 2.53 -4.21 -0.55 0.212
C 2.31 -5.57 -0.58 0.428
O 3.14 -6.43 -0.50 -0.622
F 1.03 -5.91 -0.60 -0.116
C 3.90 -4.06 -0.19 0.422
O 4.28 -3.88 0.92 -0.532
F 4.79 -4.11 -1.18 -0.238
O 2.35 -4.67 -3.04 -0.697
C 1.22 -5.03 -3.77 -0.408
C -0.01 -4.29 -3.17 -0.677
I -1.74 -5.58 -2.93 -0.075
O 0.37 -3.79 -1.95 -0.014
C 2.01 -1.52 1.37 -0.302
C 1.63 -1.69 2.70 -0.829
H 0.15 -3.45 4.71 0.286
H -1.14 -2.29 4.52 0.339
H 0.47 -1.75 5.11 0.365
H -1.51 -2.84 2.16 0.429
H -0.80 -2.53 -0.17 0.434
H 2.52 -1.07 -1.06 0.282
H 0.87 -1.11 -1.67 0.550
H 3.33 -2.72 -2.32 -0.272
H 1.63 -2.56 -3.30 -0.003
H 1.02 -6.10 -3.71 0.443
H 1.32 -4.72 -4.82 0.180
H -0.41 -3.49 -3.78 0.530
H 3.01 -1.17 1.15 0.373
H 2.34 -1.44 3.47 0.366
C 5.17 -1.18 -4.68 -0.697
O 4.12 -0.32 -4.24 -0.176
C 4.31 0.97 -4.48 0.719
O 5.26 1.46 -5.03 -0.576
O 3.26 1.64 -4.01 -0.280
C 3.33 3.05 -4.19 -0.642
H 4.86 -2.19 -4.41 0.171
H 5.29 -1.11 -5.76 0.334
H 6.10 -0.94 -4.18 0.321
H 3.38 3.30 -5.25 0.295
H 4.19 3.47 -3.68 0.297
H 2.42 3.46 -3.77 0.188
C 2.93 3.47 4.34 -0.661
O 3.14 2.22 3.68 -0.228
C 4.40 1.99 3.31 0.673
O 5.34 2.73 3.50 -0.579
O 4.45 0.81 2.71 -0.135
C 5.75 0.43 2.25 -0.657
H 1.87 3.51 4.57 0.200
H 3.51 3.52 5.26 0.326
H 3.19 4.30 3.68 0.277
H 6.44 0.34 3.08 0.311
H 6.12 1.14 1.51 0.325
H 5.63 -0.55 1.78 0.167
C -0.11 7.58 5.92 -0.576
O -1.05 7.61 4.85 -0.328
C -0.82 6.70 3.89 0.806
O 0.08 5.90 3.88 -0.518
O -1.76 6.83 2.96 -0.331
C -1.63 5.91 1.87 -0.575
H -0.40 8.36 6.62 0.143
H -0.13 6.61 6.43 0.338
H 0.90 7.79 5.56 0.284
H -1.71 4.88 2.23 0.313
H -0.68 6.05 1.36 0.273
H -2.44 6.12 1.18 0.175
C 3.19 11.95 8.08 -0.619
O 2.40 12.68 7.13 -0.330
C 1.38 11.99 6.63 0.806
O 1.10 10.86 6.90 -0.529
O 0.74 12.77 5.76 -0.316
C -0.39 12.15 5.14 -0.581
H 3.98 12.63 8.41 0.215
H 2.59 11.66 8.93 0.288
H 3.64 11.08 7.61 0.295
H -1.13 11.86 5.88 0.279
H -0.07 11.28 4.56 0.280
H -0.81 12.89 4.47 0.207
C -0.27 7.85 -3.64 -0.572
O -1.56 7.43 -4.11 -0.327
C -2.27 6.76 -3.21 0.827
O -1.93 6.50 -2.09 -0.527
O -3.43 6.41 -3.77 -0.318
C -4.30 5.68 -2.90 -0.609
H 0.19 8.38 -4.47 0.211
H -0.38 8.53 -2.80 0.286
H 0.34 7.00 -3.37 0.251
H -4.56 6.27 -2.03 0.283
H -3.83 4.74 -2.60 0.297
H -5.19 5.47 -3.48 0.199
C -5.61 -4.02 0.63 -0.609
O -6.41 -3.18 1.48 -0.324
C -5.70 -2.39 2.28 0.827
O -4.50 -2.33 2.34 -0.519
O -6.55 -1.66 3.01 -0.339
C -5.91 -0.77 3.92 -0.617
H -6.30 -4.61 0.04 0.199
H -5.00 -3.41 -0.03 0.303
H -4.98 -4.68 1.22 0.290
H -5.30 -0.05 3.38 0.289
H -5.30 -1.32 4.64 0.290
H -6.70 -0.25 4.45 0.206
C -3.38 -5.16 -8.82 -0.659
O -2.85 -5.97 -7.77 -0.223
C -2.29 -7.10 -8.18 0.689
O -2.21 -7.48 -9.32 -0.560
O -1.84 -7.75 -7.11 -0.195
C -1.21 -9.00 -7.39 -0.670
H -3.80 -4.28 -8.35 0.211
H -2.59 -4.86 -9.51 0.295
H -4.17 -5.69 -9.36 0.292
H -0.34 -8.85 -8.03 0.299
H -1.91 -9.68 -7.86 0.297
H -0.89 -9.40 -6.43 0.217
C -0.95 -8.14 -0.38 -0.453
O -2.25 -8.67 -0.68 -0.199
C -2.81 -9.39 0.29 0.709
O -2.34 -9.63 1.37 -0.545
O -4.01 -9.80 -0.14 -0.321
C -4.72 -10.59 0.81 -0.640
H -0.64 -7.58 -1.25 -0.116
H -1.00 -7.47 0.48 0.344
H -0.25 -8.95 -0.18 0.338
H -4.91 -10.02 1.72 0.288
H -4.17 -11.49 1.06 0.290
H -5.66 -10.86 0.34 0.213


15
Properties=species:S:1:pos:R:3:mulliken_charge:R:1 method="wB97M-V/def2-TZVPD" multiplicity=1 e_above_lowest_kcal_mol=29.75 orbital_gap_ev=9.73 total_charge=0 smiles=c1c[nH]cn1.O.O
C -0.74 -0.74 1.38 -0.393
C -1.48 -1.85 1.14 -0.182
N -0.89 -2.86 1.87 -0.088
C 0.14 -2.28 2.55 -0.128
N 0.26 -1.02 2.28 -0.519
H -1.00 0.25 1.03 0.358
H -2.30 -2.09 0.49 0.369
H -1.40 -3.71 2.00 0.231
H 0.72 -2.83 3.29 0.353
O 0.14 4.10 -2.55 -0.644
H 0.63 3.31 -2.29 0.345
H -0.67 4.05 -2.05 0.316
O 2.17 1.88 -2.64 -0.689
H 1.55 1.54 -3.30 0.340
H 2.89 2.25 -3.19 0.331


17
Properties=species:S:1:pos:R:3:mulliken_charge:R:1 method="wB97M-V/def2-TZVPD" multiplicity=1 e_above_lowest_kcal_mol=150.93 orbital_gap_ev="7.33 / 7.23" total_charge=0 smiles="C=C(O)OC.O=C=CO"
C -0.28 -0.56 1.80 -0.881
C 0.29 0.35 0.95 0.567
O 0.84 1.45 1.52 -0.500
O -0.60 0.78 -0.32 -0.332
C -1.95 0.41 -0.43 -0.688
H -0.90 -1.36 1.44 0.256
H -0.13 -0.48 2.87 0.273
H 1.28 1.95 0.82 0.385
H -2.26 0.54 -1.47 0.244
H -2.59 1.01 0.24 0.282
H -2.12 -0.64 -0.18 0.287
O 2.96 0.12 -0.34 -0.455
C 1.87 -0.37 -0.22 0.402
C 1.13 -1.09 -1.15 -0.184
O 1.05 -0.62 -2.41 -0.438
H 0.44 -1.86 -0.83 0.391
H 0.99 0.36 -2.29 0.390


19
Properties=species:S:1:pos:R:3:mulliken_charge:R:1 method="wB97M-V/def2-TZVPD" multiplicity=1 e_above_lowest_kcal_mol=66.24 orbital_gap_ev=10.30 total_charge=0 smiles=CC(C)[C@H]1C[C@H]1O
C 0.23 -1.89 -0.40 -1.337
C -0.07 -0.77 0.58 0.578
C -1.65 -0.86 0.96 -1.428
C 0.18 0.58 -0.02 -0.532
C 0.45 1.99 0.41 -0.724
C 0.80 1.50 -0.98 0.316
O 2.10 1.53 -1.45 -0.575
H 1.30 -1.98 -0.64 0.319
H -0.12 -2.83 0.01 0.417
H -0.29 -1.74 -1.36 0.273
H 0.47 -0.82 1.52 0.382
H -1.78 -1.77 1.55 0.407
H -2.33 -0.95 0.08 0.334
H -2.03 0.00 1.54 0.346
H -0.83 0.53 -0.36 0.142
H -0.40 2.66 0.54 0.203
H 1.29 2.27 1.04 0.269
H 0.11 1.81 -1.76 0.298
H 2.58 0.72 -1.27 0.311


33
Properties=species:S:1:pos:R:3:mulliken_charge:R:1 method="wB97M-V/def2-TZVPD" multiplicity=1 e_above_lowest_kcal_mol=56.93 orbital_gap_ev=6.07 total_charge=+3
N -5.04 1.74 -0.60 -0.468
H -4.59 0.97 -0.12 0.310
H -4.34 2.32 -1.03 0.375
H -5.40 2.38 0.10 0.378
H -5.73 1.37 -1.23 0.390
N -1.73 1.20 4.37 -0.448
H -2.14 0.69 5.14 0.396
H -2.13 0.87 3.50 0.288
H -0.72 1.19 4.35 0.350
H -2.12 2.13 4.39 0.393
N 2.38 3.03 0.88 -0.452
H 1.68 2.66 0.25 0.317
H 3.19 2.42 0.84 0.383
H 2.07 2.88 1.83 0.341
H 2.46 4.02 0.71 0.395
N -0.68 -3.89 2.31 -0.469
H -1.27 -3.59 3.07 0.364
H -0.93 -3.35 1.49 0.318
H -0.69 -4.88 2.12 0.390
H 0.24 -3.57 2.57 0.377
O -0.07 -1.00 0.02 -0.400
C -1.01 -0.07 0.23 0.675
O -2.09 -0.37 0.86 -0.775
O -0.78 1.13 0.04 -0.707
H 0.73 -0.61 -0.34 0.270
Br 3.87 -1.08 -2.17 -0.244
C 3.05 -1.39 -3.98 -0.617
C 4.13 -1.00 -5.00 -0.578
Br 3.42 -1.36 -6.75 -0.110
H 2.08 -0.91 -4.06 0.414
H 2.79 -2.45 -3.98 0.395
H 5.06 -1.53 -4.79 0.396
H 4.30 0.08 -5.01 0.352


16
Properties=species:S:1:pos:R:3:mulliken_charge:R:1 method="wB97M-V/def2-TZVPD" multiplicity=1 e_above_lowest_kcal_mol=21.74 orbital_gap_ev=9.07 total_charge=0 smiles=C[C@@H](O)[C@@H](C)SCl
C -0.57 -1.51 -0.90 -1.258
C -0.44 -0.39 0.16 0.108
O -0.36 -0.97 1.44 -0.535
C 0.88 0.36 -0.01 -0.108
C 1.07 1.73 0.75 -1.153
S 2.19 -0.80 0.62 0.036
Cl 3.76 0.09 -0.40 -0.230
H -0.13 -2.42 -0.46 0.324
H -0.09 -1.44 -1.89 0.319
H -1.58 -1.55 -0.97 0.443
H -1.07 0.47 -0.07 0.357
H -1.12 -1.39 1.83 0.292
H 0.92 0.69 -1.10 0.430
H 0.85 1.46 1.88 0.241
H 1.98 2.25 0.68 0.422
H 0.23 2.30 0.33 0.311


33
Properties=species:S:1:pos:R:3:mulliken_charge:R:1 method="wB97M-V/def2-TZVPD" multiplicity=1 e_above_lowest_kcal_mol=0.00 orbital_gap_ev=9.08 total_charge=0 smiles=CC(C)[C@H](NCc1ccccc1)P(O)O
C -2.04 -2.09 -1.59 -1.739
C -0.50 -2.23 -1.55 0.781
C -0.01 -2.94 -2.78 -1.676
C 0.16 -0.91 -1.29 -0.574
N 0.01 -0.20 -0.05 -0.395
C 1.26 0.06 0.70 -0.863
C 0.93 1.01 1.79 0.469
C 0.99 2.44 1.53 -0.442
C 0.68 3.30 2.51 -0.611
C 0.26 2.80 3.78 -0.418
C 0.30 1.49 4.06 -0.647
C 0.55 0.57 3.06 -0.308
P -0.77 0.31 -2.68 0.158
O -1.52 1.33 -1.60 -0.523
O 0.71 1.05 -2.85 -0.479
H -2.40 -1.79 -2.55 0.492
H -2.54 -3.04 -1.27 0.399
H -2.35 -1.23 -1.03 0.522
H -0.25 -2.87 -0.73 0.388
H 0.23 -2.28 -3.61 0.337
H -0.87 -3.52 -3.07 0.427
H 0.78 -3.51 -2.48 0.446
H 1.28 -1.02 -1.56 0.383
H -0.68 -0.58 0.51 0.295
H 1.99 0.45 -0.07 0.484
H 1.63 -0.87 1.08 0.340
H 1.14 2.78 0.53 0.411
H 0.88 4.33 2.43 0.411
H -0.05 3.51 4.52 0.361
H 0.11 1.20 5.03 0.461
H 0.59 -0.47 3.44 0.294
H -1.14 1.14 -0.67 0.481
H 0.64 1.78 -3.54 0.335


46
Properties=species:S:1:pos:R:3:mulliken_charge:R:1 method="wB97M-V/def2-TZVPD" multiplicity=1 orbital_gap_ev=4.14 total_charge=+1
Sn -4.25 -1.36 -1.59 1.596
B -1.19 -0.90 -0.63 0.474
F 0.10 -0.85 -0.35 -0.229
F -1.80 -2.02 -0.21 -0.353
F -1.87 0.24 -0.16 -0.387
F -1.38 -0.85 -1.95 -0.287
Cl 2.19 -0.09 3.24 -0.180
C 2.72 0.28 1.57 -0.271
C 3.92 1.20 1.59 -0.319
Cl 3.38 2.83 2.07 -0.193
H 1.89 0.75 1.04 0.110
H 2.95 -0.69 1.12 0.251
H 4.33 1.28 0.59 0.209
H 4.69 0.90 2.31 0.397
Cl 2.54 -4.35 0.07 -0.193
C 0.77 -4.36 0.30 -0.220
C 0.23 -4.03 1.68 -0.046
Cl 0.75 -5.25 2.91 -0.196
H 0.44 -5.37 0.07 0.432
H 0.33 -3.71 -0.45 -0.056
H -0.85 -4.08 1.58 0.210
H 0.66 -3.10 2.08 0.051
Cl -1.12 -1.51 4.52 -0.165
C -1.61 0.27 4.34 -0.499
C -2.00 0.64 2.95 0.021
Cl -3.40 -0.25 2.29 -0.191
H -0.65 0.76 4.49 0.293
H -2.39 0.53 5.05 0.375
H -1.14 0.49 2.29 -0.186
H -2.21 1.71 2.89 0.358
Cl 1.05 1.84 -4.32 -0.194
C 1.44 0.96 -2.84 -0.139
C 2.92 1.18 -2.54 -0.460
Cl 3.28 2.90 -2.23 -0.170
H 1.29 -0.10 -3.09 0.258
H 0.81 1.27 -2.00 0.073
H 3.53 0.83 -3.37 0.402
H 3.41 0.68 -1.71 0.208
Cl -4.06 2.52 -1.10 -0.112
C -3.48 3.19 -2.68 -0.477
C -2.35 2.36 -3.30 -0.127
Cl -2.94 0.85 -4.05 -0.163
H -3.11 4.20 -2.47 0.335
H -4.31 3.28 -3.37 0.349
H -1.68 2.08 -2.49 -0.005
H -1.84 2.86 -4.13 0.415


14
Properties=species:S:1:pos:R:3:mulliken_charge:R:1 method="wB97M-V/def2-TZVPD" multiplicity=1 e_above_lowest_kcal_mol=266.36 orbital_gap_ev=8.57 total_charge=0
C 0.43 1.91 -1.64 -0.543
C -0.75 -0.42 0.76 0.431
C 0.63 -1.04 0.54 0.134
H 0.26 2.79 -0.46 0.286
H -0.15 2.00 -3.03 0.251
H 2.19 1.45 -1.77 0.170
H -1.90 0.80 0.09 0.292
H 1.39 -0.51 0.02 0.311
H -0.56 -2.36 2.16 0.137
N -0.90 0.80 0.20 -0.150
N 1.18 -2.03 1.03 -0.454
O -0.45 0.79 -1.17 -0.187
O -1.86 -1.04 1.18 -0.623
S 0.50 -3.12 2.09 -0.055


7
Properties=species:S:1:pos:R:3:mulliken_charge:R:1 method="wB97M-V/def2-TZVPD" multiplicity=1 e_above_lowest_kcal_mol=69.78 orbital_gap_ev=10.18 total_charge=0
C -0.44 -0.01 0.35 0.326
C -1.21 1.12 -0.14 -0.209
C 0.89 -0.19 -0.18 -0.130
O 1.83 -0.52 0.49 -0.418
O -1.52 -0.01 -0.58 -0.111
H -0.73 -0.48 1.38 0.281
H 1.17 0.09 -1.32 0.261


24
Properties=species:S:1:pos:R:3:mulliken_charge:R:1 method="wB97M-V/def2-TZVPD" multiplicity=1 e_above_lowest_kcal_mol=29.91 orbital_gap_ev=10.27 total_charge=0 smiles="CNC(C)=O.CNC(C)=O"
C -0.27 1.71 -1.38 -0.925
N 0.72 1.13 -0.48 -0.033
C 2.07 1.38 -0.60 0.758
C 3.03 1.05 0.48 -1.003
O 2.46 1.88 -1.65 -0.656
H 0.20 2.42 -2.04 0.367
H -0.67 0.84 -1.90 0.242
H -0.98 2.32 -0.82 0.300
H 0.52 0.63 0.37 0.074
H 2.69 0.10 0.96 0.299
H 3.93 0.64 -0.03 0.307
H 3.36 1.85 1.10 0.245
C -1.21 -0.83 2.27 -0.965
N -1.44 -0.75 0.82 -0.221
C -1.44 -1.92 0.13 0.803
C -1.60 -1.86 -1.38 -1.089
O -1.34 -2.99 0.71 -0.623
H -1.81 -0.04 2.78 0.338
H -1.60 -1.78 2.62 0.314
H -0.19 -0.59 2.57 0.278
H -1.56 0.20 0.50 0.299
H -2.31 -1.05 -1.55 0.333
H -0.64 -1.53 -1.73 0.248
H -1.92 -2.82 -1.77 0.311


49
Properties=species:S:1:pos:R:3:mulliken_charge:R:1 method="wB97M-V/def2-TZVPD" multiplicity=7 s2=12.10 orbital_gap_ev="3.21 / 5.95" total_charge=+2
C 6.37 1.26 -2.71 -0.931
C 4.98 0.99 -2.24 0.591
H 6.45 0.96 -3.77 0.301
H 7.09 0.69 -2.11 0.315
H 6.60 2.32 -2.61 0.322
O 4.06 0.49 -2.92 -0.696
I 4.56 1.55 -0.09 -0.150
Eu 2.10 0.44 -1.52 0.705
P -0.35 2.07 -0.95 0.888
C -1.79 2.41 -2.02 -1.333
C -0.87 3.12 0.45 -1.260
H -1.22 4.08 0.07 0.495
H 0.41 4.19 -1.77 0.427
H -0.02 3.27 1.13 0.370
H 1.82 3.25 -1.15 0.441
H -2.68 1.94 -1.57 0.372
H -1.67 2.61 1.00 0.258
C 0.89 3.19 -1.74 -1.440
H -1.95 3.50 -2.09 0.458
H 1.12 2.88 -2.78 0.446
H -1.63 1.98 -3.02 0.377
P 0.55 -2.21 0.61 1.370
C -0.04 -3.79 -0.11 -1.298
C 2.26 -2.03 0.00 -1.311
H 1.46 -1.95 2.85 0.417
H 1.13 -3.68 2.48 0.494
H -0.21 -2.56 2.87 0.381
C 0.76 -2.65 2.37 -1.353
H 2.80 -1.17 0.44 0.283
H 2.81 -2.93 0.31 0.491
H 0.48 -4.64 0.35 0.485
H 0.13 -3.79 -1.19 0.381
H 2.33 -2.03 -1.11 0.404
H -1.12 -3.88 0.09 0.360
C -0.19 -0.60 -1.95 0.063
O -1.14 -0.93 -2.52 -0.189
O -1.23 -0.01 1.70 -0.549
B -0.96 -0.96 0.66 0.756
O -2.21 -1.52 0.23 -0.344
C -3.14 -1.08 1.13 0.574
C -4.39 -1.61 1.38 -1.067
C -5.10 -1.08 2.46 -0.534
C -4.57 -0.05 3.25 -0.595
C -3.27 0.43 3.01 -0.811
C -2.57 -0.12 1.97 0.773
H -4.77 -2.43 0.77 0.502
H -6.09 -1.49 2.68 0.414
H -5.16 0.36 4.06 0.437
H -2.82 1.21 3.62 0.510


13
Properties=species:S:1:pos:R:3:mulliken_charge:R:1 method="wB97M-V/def2-TZVPD" multiplicity=3 e_above_lowest_kcal_mol=12.65 s2=2.01 orbital_gap_ev="2.79 / 8.68" total_charge=-1
C -0.78 -0.87 0.98 -0.417
C 0.03 0.10 1.46 -0.952
C -0.46 -1.42 -0.32 -0.911
C 1.04 0.56 0.52 -0.491
O 1.41 -0.12 -2.13 -0.794
O -0.62 1.21 -1.23 -0.567
P 0.41 -0.09 -1.07 0.693
H -1.60 -1.19 1.58 0.779
H -0.20 0.65 2.40 0.433
H -1.05 -1.92 -1.14 0.253
H 1.05 1.62 0.27 0.316
H 1.92 0.06 0.77 0.368
H -1.14 1.42 -2.06 0.290


44
Properties=species:S:1:pos:R:3:mulliken_charge:R:1 method="wB97M-V/def2-TZVPD" multiplicity=1 e_above_lowest_kcal_mol=97.06 orbital_gap_ev=8.31 total_charge=0 smiles="CCc1cc2cc(C(=O)[C@H]3COc4ccccc4O3)ccc2nc1C"
C -2.31 -0.63 4.89 -1.171
C -1.38 -1.67 4.34 -0.841
C -0.55 -1.16 3.10 0.523
C -0.78 -1.67 1.82 -0.949
C 0.12 -1.37 0.82 1.743
C -0.20 -1.82 -0.46 -0.740
C 0.64 -1.45 -1.56 0.428
C 0.26 -1.88 -2.96 -0.393
O 0.18 -3.14 -3.14 -0.605
C -0.27 -0.91 -3.97 0.118
C -1.68 -0.28 -3.60 -0.509
O -1.42 0.71 -2.51 -0.459
C -0.44 1.62 -2.77 1.027
C -0.56 2.90 -2.09 -0.870
C 0.51 3.79 -2.26 -0.258
C 1.60 3.56 -3.14 -0.803
C 1.65 2.33 -3.72 -0.556
C 0.60 1.29 -3.64 0.288
O 0.72 0.08 -4.24 -0.470
C 1.79 -0.61 -1.38 -0.669
C 2.05 -0.27 -0.06 -0.691
C 1.30 -0.68 1.04 -0.111
N 1.55 -0.34 2.31 -0.670
C 0.65 -0.50 3.33 0.460
C 1.12 0.05 4.70 -1.140
H -1.81 0.28 4.97 0.344
H -2.78 -0.89 5.81 0.371
H -3.21 -0.42 4.26 0.302
H -0.73 -1.93 5.15 0.347
H -1.92 -2.60 4.06 0.361
H -1.70 -2.14 1.72 0.518
H -1.13 -2.34 -0.65 0.437
H -0.41 -1.48 -4.81 0.504
H -2.09 0.15 -4.55 0.317
H -2.50 -1.00 -3.23 0.316
H -1.33 3.00 -1.35 0.439
H 0.61 4.56 -1.59 0.409
H 2.39 4.27 -3.15 0.407
H 2.41 2.12 -4.49 0.354
H 2.45 -0.52 -2.25 0.513
H 2.86 0.37 0.24 0.477
H 1.48 -0.77 5.35 0.274
H 1.98 0.77 4.51 0.347
H 0.25 0.58 5.17 0.284